[1]
Density functional theory data (ωB97M-V with the def2-TZVPD basis set) for a cluster of 8 separate species, C38H96ClN6O17 in total.

Values from the calculation:
Lowest unoccupied orbital energy: 2.40 eV
Frontier orbital gap: 7.80 eV
Relative energy (zero: lowest compared OMol25 entry of this formula, charge and spin): 0.0 kcal per mole
DFT total energy: -3572.73658 Eh
Charge: -1

```
158
Properties=species:S:1:pos:R:3:forces:R:3:lowdin_charge:R:1
Cl -29.316 -27.283 -26.136 -1.5 -0.4 2.8 0.6441
O -28.212 -27.960 -26.770 0.1 0.3 -0.7 -0.3570
O -29.496 -25.918 -26.555 0.3 -0.3 -1.0 -0.3417
O -30.535 -28.059 -26.303 0.1 0.3 -1.1 -0.3714
O -29.099 -27.261 -24.696 0.7 0.1 -0.1 -0.3705
C -26.893 -25.211 -30.625 -1.1 0.1 -0.4 -0.0847
C -27.950 -24.864 -29.557 1.4 0.1 -1.1 -0.2948
O -28.167 -23.454 -29.514 -0.2 -0.1 0.2 -0.0730
H -27.198 -24.721 -31.557 0.1 0.2 0.1 0.0727
H -27.000 -26.273 -30.866 0.6 -0.1 0.3 0.0592
H -25.884 -24.890 -30.382 0.1 -0.2 0.1 0.0587
H -27.613 -25.260 -28.600 -0.5 -0.1 0.2 0.0816
H -28.844 -25.347 -29.923 -0.4 0.2 0.6 0.0757
H -27.526 -23.067 -28.913 0.0 0.0 0.0 0.0729
C -32.540 -33.756 -26.629 0.3 0.1 0.1 -0.1228
O -32.745 -32.914 -27.744 0.2 -0.3 -0.4 -0.1831
C -32.029 -31.696 -27.705 -0.4 0.5 0.4 -0.2206
C -30.516 -31.677 -27.547 0.2 0.5 0.0 -0.2096
N -29.966 -32.197 -26.309 -0.2 -0.3 0.5 -0.0630
C -30.192 -31.304 -25.161 0.5 0.4 -1.4 -0.1750
C -29.353 -31.760 -23.973 -1.3 -0.5 0.2 -0.2127
O -28.157 -32.329 -24.419 0.7 0.2 -0.2 -0.2197
C -27.513 -33.112 -23.444 -0.6 0.0 0.1 -0.1099
H -32.677 -33.185 -25.702 -0.1 -0.2 0.1 0.0828
H -31.531 -34.169 -26.623 0.0 0.1 0.1 0.0742
H -33.244 -34.585 -26.673 -0.2 0.2 -0.1 0.0789
H -32.461 -31.042 -26.925 0.1 -0.2 0.1 0.1224
H -32.262 -31.169 -28.634 0.0 -0.2 -0.1 0.1204
H -30.303 -30.594 -27.607 0.1 -0.1 -0.2 0.0922
H -30.000 -32.160 -28.380 -0.2 -0.1 -0.1 0.1185
H -28.966 -32.316 -26.392 0.0 -0.1 -0.1 0.0983
H -31.271 -31.272 -24.994 0.1 -0.1 0.7 0.1096
H -29.924 -30.279 -25.471 0.1 0.0 0.3 0.0967
H -29.915 -32.544 -23.435 0.0 0.2 0.1 0.1224
H -29.196 -30.916 -23.292 0.2 -0.1 0.0 0.1046
H -28.201 -33.906 -23.118 0.2 0.0 0.1 0.0879
H -27.232 -32.517 -22.568 0.1 0.0 0.0 0.0853
H -26.633 -33.563 -23.893 0.1 0.1 0.0 0.0852
C -23.260 -27.541 -21.215 0.6 -0.5 -0.7 -0.1309
O -24.150 -27.879 -22.249 0.0 0.6 0.0 -0.1869
C -25.485 -27.829 -21.814 -0.2 0.2 0.3 -0.2382
C -26.502 -27.822 -22.945 -0.9 -0.7 -0.1 -0.2076
N -26.130 -28.536 -24.156 0.2 0.0 0.5 -0.0218
C -25.724 -29.917 -23.942 -1.3 0.1 -0.3 -0.1879
C -25.532 -30.604 -25.273 0.3 0.0 -0.2 -0.2273
O -24.459 -30.041 -25.994 0.2 -0.2 0.2 -0.1706
C -24.174 -30.748 -27.168 -0.2 0.0 -0.4 -0.1282
H -23.187 -28.371 -20.499 -0.2 0.3 0.4 0.0861
H -23.491 -26.574 -20.760 -0.2 -0.1 0.3 0.0780
H -22.266 -27.451 -21.666 -0.1 0.0 0.0 0.0870
H -25.679 -26.922 -21.217 0.2 0.0 0.0 0.1153
H -25.666 -28.659 -21.110 0.0 -0.1 -0.2 0.1160
H -26.853 -26.831 -23.229 0.6 0.2 0.0 0.0996
H -27.431 -28.268 -22.516 0.2 0.0 0.2 0.1085
H -26.982 -28.546 -24.710 0.2 0.1 -0.3 0.0712
H -26.571 -30.480 -23.490 0.3 -0.1 0.3 0.1009
H -24.861 -29.987 -23.284 0.2 0.1 -0.2 0.1186
H -26.448 -30.514 -25.876 -0.1 -0.1 0.1 0.1242
H -25.340 -31.674 -25.095 -0.1 0.0 -0.1 0.1129
H -24.989 -30.698 -27.909 0.0 0.1 0.1 0.0782
H -23.987 -31.820 -26.995 0.1 0.1 0.2 0.0822
H -23.291 -30.292 -27.613 0.0 0.0 0.0 0.0836
C -40.686 -26.143 -27.273 0.0 0.2 -0.2 -0.1237
O -40.740 -27.431 -26.702 0.0 0.0 0.0 -0.1952
C -39.453 -27.990 -26.528 -0.2 -0.2 0.4 -0.2232
C -38.615 -27.259 -25.484 1.0 -0.1 -0.1 -0.2131
N -37.618 -26.366 -26.101 -0.4 -0.1 0.3 -0.0540
C -36.770 -25.700 -25.122 0.5 0.5 0.7 -0.2158
C -35.322 -26.169 -25.175 -0.2 0.2 -0.4 -0.2222
O -34.861 -26.075 -26.514 -0.3 0.0 0.0 -0.1919
C -33.458 -26.173 -26.641 0.2 0.7 -0.3 -0.0862
H -40.118 -25.426 -26.671 0.0 -0.1 0.1 0.0770
H -41.713 -25.795 -27.374 0.0 0.0 0.0 0.0830
H -40.203 -26.167 -28.259 -0.1 0.0 0.0 0.0894
H -38.955 -28.057 -27.503 0.2 0.2 0.1 0.1220
H -39.595 -29.012 -26.173 -0.3 0.0 -0.1 0.1168
H -38.081 -27.989 -24.851 -0.3 -0.1 0.0 0.1149
H -39.267 -26.709 -24.803 -0.1 0.2 -0.2 0.1203
H -36.994 -26.947 -26.652 -0.1 0.1 -0.3 0.0991
H -37.091 -25.855 -24.082 -0.2 -0.3 -0.2 0.1169
H -36.785 -24.605 -25.200 -0.1 -0.1 -0.5 0.1118
H -35.278 -27.218 -24.847 0.2 0.1 0.1 0.1214
H -34.711 -25.532 -24.529 0.0 -0.2 0.2 0.1007
H -32.966 -25.217 -26.404 -0.1 -0.1 0.5 0.0941
H -33.220 -26.275 -27.700 -0.1 -0.6 0.0 0.0756
H -33.043 -26.976 -26.035 0.1 -0.1 -0.2 0.0680
C -21.269 -26.242 -27.467 -0.4 -1.1 0.4 -0.1162
O -22.584 -26.440 -26.984 0.2 0.4 -0.2 -0.1685
C -23.554 -25.755 -27.741 -0.1 1.0 -0.2 -0.2413
C -24.849 -26.512 -27.733 -0.2 -0.5 0.9 -0.1727
N -25.520 -26.505 -26.413 0.4 0.1 -1.6 -0.0170
C -26.077 -25.234 -26.019 -0.2 -0.2 0.8 -0.2026
C -25.213 -24.415 -25.050 -0.3 0.1 -0.3 -0.2341
O -24.595 -25.264 -24.117 0.0 0.2 -0.2 -0.1675
C -23.908 -24.562 -23.128 0.4 -0.4 0.9 -0.1278
H -21.103 -26.947 -28.292 0.1 0.4 -0.3 0.0855
H -20.614 -26.576 -26.662 0.2 0.3 0.0 0.0835
H -21.069 -25.211 -27.759 0.1 0.1 0.0 0.0816
H -23.205 -25.524 -28.760 0.0 -0.6 -0.1 0.1171
H -23.725 -24.738 -27.344 0.1 -0.2 0.3 0.1101
H -24.622 -27.567 -27.913 0.0 0.0 -0.2 0.1215
H -25.541 -26.170 -28.513 0.3 0.2 -0.2 0.0875
H -26.280 -27.149 -26.603 -0.1 0.0 0.8 0.0565
H -26.977 -25.457 -25.440 -0.1 -0.1 -0.2 0.1024
H -26.397 -24.580 -26.851 0.1 0.0 0.0 0.1092
H -25.924 -23.728 -24.560 0.2 0.1 0.1 0.1219
H -24.460 -23.795 -25.558 0.1 -0.1 0.0 0.1037
H -24.493 -24.517 -22.195 -0.2 0.3 -0.2 0.0856
H -23.595 -23.553 -23.412 -0.1 0.1 -0.2 0.0817
H -23.006 -25.117 -22.841 0.0 0.0 -0.3 0.0789
C -31.367 -22.427 -23.563 -0.1 0.4 -0.2 -0.1233
O -31.702 -23.277 -22.505 -0.2 -0.1 0.3 -0.1817
C -32.482 -24.370 -22.936 0.3 0.0 -1.2 -0.2508
C -32.656 -25.327 -21.791 -0.9 0.2 0.2 -0.2002
N -33.396 -26.553 -22.162 1.2 0.2 -0.2 -0.0342
C -32.688 -27.350 -23.188 -0.8 -0.7 0.3 -0.2102
C -31.572 -28.217 -22.650 0.9 1.2 -1.7 -0.2495
O -31.963 -29.142 -21.682 -0.4 0.0 0.2 -0.1631
C -30.875 -29.650 -20.958 0.5 -0.5 0.0 -0.1126
H -30.962 -22.973 -24.424 0.1 -0.1 0.1 0.0898
H -30.626 -21.718 -23.196 0.0 -0.1 0.0 0.0853
H -32.237 -21.853 -23.916 0.0 -0.1 0.0 0.0873
H -31.963 -24.814 -23.801 0.1 -0.2 0.3 0.1093
H -33.438 -24.040 -23.376 -0.1 0.1 0.4 0.1213
H -33.319 -24.821 -21.080 0.3 0.0 0.2 0.1189
H -31.680 -25.480 -21.316 0.0 -0.1 -0.1 0.1198
H -33.325 -27.129 -21.326 -0.5 -0.1 0.0 0.0939
H -32.255 -26.755 -23.989 0.0 0.2 0.2 0.0886
H -33.437 -27.971 -23.692 0.0 -0.1 0.2 0.1064
H -30.783 -27.514 -22.332 0.0 -0.3 0.6 0.1256
H -31.133 -28.655 -23.563 0.1 -0.5 0.4 0.1115
H -30.601 -29.021 -20.104 0.0 0.1 -0.1 0.0889
H -29.995 -29.775 -21.600 0.0 0.2 0.0 0.0660
H -31.116 -30.652 -20.594 -0.2 0.1 0.1 0.0865
C -25.754 -31.186 -31.824 0.4 -0.4 -0.3 -0.1389
O -25.993 -30.583 -30.587 -0.3 -0.1 0.3 -0.1896
C -27.009 -29.596 -30.601 0.1 0.1 0.0 -0.2123
C -28.361 -30.136 -31.011 -0.9 -1.1 -0.2 -0.2292
N -29.403 -29.134 -31.065 0.2 0.4 0.0 -0.0472
C -29.799 -28.599 -29.762 0.5 -0.3 -0.2 -0.1907
C -30.574 -27.313 -29.915 0.6 -0.4 0.2 -0.2239
O -31.815 -27.710 -30.460 -0.3 0.2 0.0 -0.1845
C -32.593 -26.647 -30.962 -0.2 -0.1 0.8 -0.1041
H -25.650 -30.450 -32.632 0.0 0.0 0.1 0.0920
H -26.504 -31.925 -32.138 -0.2 0.2 0.2 0.0799
H -24.821 -31.742 -31.714 0.0 0.1 -0.1 0.0865
H -26.704 -28.769 -31.259 -0.1 0.0 0.0 0.1207
H -27.061 -29.215 -29.581 0.1 0.0 0.0 0.1135
H -28.654 -30.983 -30.358 0.3 0.2 0.3 0.1211
H -28.338 -30.627 -31.992 0.3 0.4 -0.1 0.1106
H -30.203 -29.489 -31.568 -0.1 0.1 0.0 0.1059
H -28.886 -28.506 -29.174 -0.2 0.6 0.1 0.0928
H -30.411 -29.288 -29.169 -0.2 0.0 -0.2 0.1018
H -30.088 -26.625 -30.616 0.1 -0.2 -0.1 0.1004
H -30.589 -26.820 -28.932 -0.7 0.1 -0.1 0.1116
H -33.359 -27.092 -31.593 0.1 0.2 -0.3 0.0843
H -31.963 -25.908 -31.466 -0.1 -0.1 -0.3 0.0866
H -33.127 -26.135 -30.147 0.1 0.1 0.0 0.0764
```
Positions in Å, forces in eV/Å.

[2]
Density functional theory data (ωB97M-V with the def2-TZVPD basis set) for the molecule C4H8N2O.

Values from the calculation:
Lowest unoccupied orbital energy: 0.87 eV
Frontier orbital gap: 9.99 eV
Relative energy (zero: lowest compared OMol25 entry of this formula, charge and spin): 108.2 kcal per mole
SMILES string: NN=C=CCCO
DFT total energy: -341.83123 Eh

```
15
Properties=species:S:1:pos:R:3:forces:R:3:lowdin_charge:R:1
N 1.127 -1.113 2.331 -0.1 -0.4 0.3 -0.0099
N 0.843 -2.187 1.264 0.2 1.1 0.4 0.0191
C 0.037 -1.531 0.578 0.4 0.3 0.6 -0.1659
C -0.495 -0.354 0.343 -0.2 -0.2 -0.2 -0.1046
C 0.299 0.677 -0.405 0.0 0.0 -0.1 -0.1858
C -0.321 0.890 -1.770 0.4 -0.1 -0.2 -0.2856
O -1.654 1.307 -1.542 -0.2 0.1 -0.3 -0.0714
H 1.890 -1.291 2.984 0.1 -1.0 -0.5 0.0563
H 0.279 -1.187 2.880 0.0 0.3 0.3 0.0568
H -1.481 -0.102 0.716 -0.1 -0.1 -0.3 0.1145
H 1.346 0.365 -0.495 -0.2 0.0 0.0 0.1244
H 0.281 1.619 0.158 -0.1 -0.2 -0.1 0.1253
H -0.289 -0.067 -2.313 0.0 0.2 0.0 0.1212
H 0.248 1.637 -2.341 -0.1 0.0 0.0 0.1160
H -2.111 1.338 -2.388 0.0 0.0 0.1 0.0894
```
Positions in Å, forces in eV/Å.